Record 1
{
  "formula": "C4H12N2O2",
  "method": "ωB97M-V with the def2-TZVPD basis set",
  "e_tot_ev": -11410.5655,
  "de_lowest_kj_mol": 834.7,
  "gap_ev": 3.8,
  "e_homo_ev": -8.04,
  "symbols": ["O", "C", "N", "C", "C", "C", "N", "H", "H", "H", "H", "H", "H", "H", "H", "H", "H", "H", "H", "O"],
  "xyz": [[2.48980, -0.57029, -0.98076], [2.68496, 0.33801, -0.04174], [1.42402, 1.08950, 0.37344], [0.35811, 0.22054, 0.83300], [-0.09232, -0.91066, -0.10500], [-1.50674, -1.36708, 0.26982], [-2.36869, -0.20752, 0.16597], [3.36704, 1.11425, -0.32479], [1.09777, 1.58612, -0.44586], [-0.55905, 0.85536, 0.99228], [0.63260, -0.16938, 1.82527], [-0.09238, -0.49789, -1.09906], [0.65543, -1.73049, -0.06994], [-1.76796, -2.19962, -0.40599], [-1.42722, -1.80764, 1.29125], [-1.71638, 0.90717, -0.66265], [-3.30643, -0.51490, 0.09572], [-1.71753, 2.33076, -1.48159], [3.00344, -0.08911, 0.92802], [-1.15845, 1.62285, -1.15739]],
  "forces_ev_per_a": [[-0.904, 0.590, 0.163], [1.132, -1.263, 1.401], [-1.857, -1.218, -0.564], [0.885, 0.810, 0.763], [-0.230, -0.325, 0.230], [0.847, 1.158, -0.356], [1.831, -1.487, 0.538], [0.480, 0.760, -0.396], [-0.429, 0.201, -0.269], [0.371, -0.275, -0.217], [0.111, -0.082, -0.313], [-0.027, 0.082, -0.423], [-0.263, 0.406, 0.151], [-0.449, 0.024, 0.184], [-0.398, 0.189, -0.255], [0.065, 1.180, -0.577], [-1.392, -0.316, -0.014], [-0.243, -0.139, 0.069], [0.203, -0.042, -0.138], [0.266, -0.251, 0.025]],
  "mulliken_charge": [-0.4825, -0.4868, -0.2463, -0.8948, -0.6922, -0.6256, -0.5234, 0.4019, 0.3415, 0.5322, 0.4692, 0.5233, 0.5157, 0.4023, 0.3084, 0.3413, 0.1978, 0.2681, 0.3058, -0.6558]
}


Record 2
{
  "formula": "H4O3Si",
  "method": "ωB97M-V with the def2-TZVPD basis set",
  "e_tot_ev": -14086.0321,
  "smiles": "O=[SiH]O.O",
  "de_lowest_kj_mol": 225.4,
  "gap_ev": 11.4,
  "e_homo_ev": -11.20,
  "symbols": ["O", "Si", "O", "H", "H", "O", "H", "H"],
  "xyz": [[0.76487, 1.53987, -0.02270], [-0.69982, 1.33395, 0.35556], [-1.44834, -0.07633, 0.28617], [-1.70872, 2.30862, 0.59938], [-0.74382, -0.64911, 0.00771], [0.86690, -1.69159, -0.51697], [1.15879, -0.71537, -0.46303], [1.81013, -2.05003, -0.24612]],
  "forces_ev_per_a": [[-0.321, -0.211, 0.298], [0.707, 0.431, -0.661], [-0.615, 0.526, 0.370], [-0.406, 0.723, 0.356], [0.520, -1.886, -0.318], [3.944, 1.428, 1.086], [-0.840, -1.421, -0.383], [-2.988, 0.410, -0.747]],
  "mulliken_charge": [-0.5523, 0.5979, -0.3448, -0.0684, 0.4041, -0.7080, 0.3376, 0.3338]
}